Computed, not measured: a molecular structure, C26H14Cl5N4OPd, with the ωB97M-V functional and the def2-TZVPD basis.

Cartesian coordinates (Å):
Pd1 -0.10 4.38 -0.08
C1 0.72 -9.42 -0.41
O1 -0.45 -8.61 -0.37
C2 -0.29 -7.27 -0.36
C3 -1.47 -6.52 -0.33
C4 -1.42 -5.15 -0.32
C5 -0.19 -4.48 -0.33
C6 0.98 -5.24 -0.36
C7 0.94 -6.63 -0.37
C8 -0.17 -3.02 -0.32
N1 -1.24 -2.25 -0.30
C9 -0.76 -0.97 -0.30
C10 0.61 -0.95 -0.30
N2 0.98 -2.27 -0.30
C11 1.37 0.26 -0.29
C12 2.78 0.36 -0.27
C13 3.37 1.59 -0.27
C14 2.57 2.74 -0.27
N3 1.25 2.66 -0.29
C15 0.64 1.45 -0.29
C16 -0.80 1.44 -0.30
N4 -1.42 2.65 -0.29
C17 -2.74 2.70 -0.29
C18 -3.53 1.54 -0.28
C19 -2.92 0.31 -0.28
C20 -1.52 0.25 -0.29
H1 0.38 -10.45 -0.41
H2 1.34 -9.25 0.48
H3 1.31 -9.23 -1.31
H4 -2.42 -7.05 -0.33
H5 -2.33 -4.57 -0.30
H6 1.95 -4.76 -0.37
H7 1.86 -7.18 -0.39
H8 1.91 -2.64 -0.30
H9 3.39 -0.54 -0.26
H10 4.44 1.70 -0.25
H11 3.00 3.73 -0.28
H12 -3.19 3.68 -0.29
H13 -4.61 1.63 -0.27
H14 -3.49 -0.61 -0.28
Cl1 -0.09 4.88 2.55
C21 -0.07 6.44 1.73
C22 -0.08 6.35 0.35
C23 -0.07 7.52 -0.38
Cl2 -0.08 7.42 -2.10
C24 -0.06 8.76 0.26
Cl3 -0.05 10.20 -0.65
C25 -0.06 8.81 1.66
Cl4 -0.04 10.32 2.46
C26 -0.06 7.64 2.42
Cl5 -0.06 7.66 4.13

Highest occupied orbital energy (spin up / spin down) ... -0.3809 / -0.3809 hartree
ΔE to the lowest compared entry with this formula, charge and spin ... 0.005 eV
E_tot ... -3722.1001 Eh
E_LUMO (spin up / spin down) ... -0.132 / -0.181 Eh
Net charge ... +1
Spin multiplicity ... 3

Atom charges from the Löwdin analysis, given in e for atoms 1 to 5:
1 Pd 0.932
2 C -0.063
3 O -0.063
4 C -0.277
5 C 0.019